A 9-piece molecular cluster, C39H66I3N11O8P overall, computed with wB97M-V/def2-TZVPD.

Output
multiplicity	1
gap between HOMO and LUMO	8.10	eV
net charge	+1

Last column: Löwdin charge in e.
CARTESIAN COORDINATES (ANGSTROEM)
1 C -3.367 -0.480 4.766  -0.1043
2 C -4.248 -1.080 3.477  -0.1450
3 C -3.493 -2.350 2.774  -0.2370
4 O -3.695 -3.565 3.354  -0.0463
5 O -2.585 -2.321 1.621  -0.0848
6 C -2.611 -0.978 0.949  -0.1855
7 C -1.758 -1.104 -0.419  -0.1120
8 C -0.931 0.200 -0.973  -0.2530
9 C -2.025 1.443 -0.709  -0.0743
10 C -3.502 1.183 -1.442  -0.2671
11 O -4.641 1.323 -0.476  -0.0985
12 C -3.768 2.410 -2.550  -0.2104
13 N -3.866 3.778 -1.918  -0.0174
14 C -0.540 0.102 -2.602  -0.3030
15 C -1.021 -1.226 -3.389  -0.2561
16 C -0.481 -2.688 -2.973  -0.1671
17 C 0.929 0.716 -3.010  -0.9222
18 I 2.529 -0.849 -3.149  0.8576
19 I 0.992 1.115 -5.225  0.8989
20 C 1.353 2.075 -2.111  -0.3475
21 C 0.408 3.251 -2.736  -0.1284
22 C 1.084 4.426 -3.640  -0.1858
23 O 1.704 4.365 -4.813  -0.1237
24 C 2.912 2.535 -2.378  -0.1803
25 C 3.646 3.630 -1.484  -0.3034
26 C 3.201 5.139 -1.299  -0.6004
27 I 4.157 6.319 -2.936  0.7871
28 N 1.222 1.778 -0.615  -0.0392
29 C 0.903 2.911 0.306  -0.0957
30 C 1.956 3.155 1.584  -0.1468
31 O 2.326 4.603 1.731  -0.1561
32 C 2.825 4.667 3.142  -0.1259
33 O 2.075 5.073 4.179  -0.0015
34 C 0.522 0.451 -0.265  -0.1977
35 P 0.669 -0.002 1.622  0.7938
36 N 0.364 -1.598 1.919  -0.1439
37 O -0.246 0.964 2.699  -0.2146
38 O 2.415 0.065 1.983  -0.2566
39 H -3.619 -1.162 5.713  0.0990
40 H -2.211 -0.566 4.606  0.0755
41 H -3.733 0.600 5.053  0.0860
42 H -5.238 -1.518 3.981  0.1121
43 H -4.609 -0.240 2.747  0.1015
44 H -3.767 -0.837 0.678  0.1415
45 H -2.358 -0.107 1.672  0.0967
46 H -0.964 -1.991 -0.319  0.1270
47 H -2.567 -1.531 -1.188  0.1380
48 H -2.143 1.684 0.456  0.1151
49 H -1.680 2.463 -1.161  0.0757
50 H -3.547 0.203 -2.075  0.1356
51 H -4.298 1.313 0.465  0.0868
52 H -4.808 2.126 -3.061  0.1404
53 H -2.971 2.342 -3.423  0.1160
54 H -4.584 3.837 -1.164  0.0848
55 H -2.943 4.173 -1.638  0.0290
56 H -1.296 0.916 -3.058  0.1117
57 H -0.865 -1.143 -4.569  0.0926
58 H -2.214 -1.259 -3.301  0.1175
59 H -1.354 -3.436 -2.685  0.1014
60 H 0.264 -2.628 -2.070  0.0311
61 H 0.089 -3.181 -3.894  0.0903
62 H -0.244 3.862 -1.938  0.1029
63 H -0.498 2.863 -3.417  0.0997
64 H 1.094 5.537 -3.192  0.1022
65 H 3.183 2.646 -3.537  0.1355
66 H 3.571 1.580 -2.067  0.0804
67 H 3.857 3.166 -0.402  0.1138
68 H 4.760 3.687 -1.932  0.1202
69 H 2.080 5.430 -1.255  0.0275
70 H 3.700 5.579 -0.307  0.0798
71 H 2.229 1.527 -0.351  0.1637
72 H 0.904 3.993 -0.150  0.1091
73 H -0.165 2.815 0.833  0.1203
74 H 2.955 2.558 1.477  0.1195
75 H 1.493 2.871 2.621  0.1265
76 H 3.931 4.313 3.379  0.1799
77 H 1.169 -0.498 -0.604  0.0972
78 H 1.218 -2.081 2.264  -0.0160
79 H -1.008 1.465 2.299  0.0618
80 H 2.519 -0.196 2.947  0.0964
81 C -1.100 -5.846 2.628  -0.0505
82 C 0.341 -5.559 2.724  -0.2681
83 N 1.480 -5.332 2.799  0.1084
84 H -1.383 -6.163 1.619  0.0795
85 H -1.400 -6.646 3.314  0.0628
86 H -1.705 -4.967 2.873  0.0577
87 C -1.355 -8.688 6.137  -0.0787
88 C -2.546 -8.567 5.280  -0.2782
89 N -3.487 -8.471 4.603  0.1302
90 H -1.619 -8.992 7.156  0.0825
91 H -0.652 -9.433 5.750  0.0777
92 H -0.812 -7.740 6.213  0.0790
93 C 3.852 -1.922 -7.194  -0.0799
94 C 3.432 -3.132 -6.467  -0.2837
95 N 3.101 -4.087 -5.893  0.1281
96 H 4.727 -1.454 -6.731  0.0817
97 H 4.118 -2.146 -8.233  0.0852
98 H 3.058 -1.169 -7.219  0.0584
99 C 4.575 -2.963 1.436  -0.0611
100 C 3.384 -2.842 0.579  -0.2610
101 N 2.443 -2.746 -0.098  0.1288
102 H 4.312 -3.267 2.455  0.0831
103 H 5.278 -3.708 1.048  0.0878
104 H 5.118 -2.015 1.511  0.0794
105 C 8.292 7.830 -3.421  -0.0714
106 C 7.872 6.621 -2.694  -0.3088
107 N 7.540 5.665 -2.120  0.0994
108 H 9.167 8.298 -2.957  0.0858
109 H 8.557 7.606 -4.460  0.0852
110 H 7.497 8.584 -3.446  0.0792
111 C 0.762 -9.003 1.585  -0.0745
112 C -0.429 -8.882 0.728  -0.2731
113 N -1.371 -8.786 0.051  0.1272
114 H 0.498 -9.307 2.604  0.0754
115 H 1.465 -9.748 1.198  0.0829
116 H 1.304 -8.055 1.661  0.0605
117 C -0.645 7.301 -0.854  -0.0480
118 C -1.065 6.091 -0.127  -0.2374
119 N -1.396 5.135 0.448  0.1547
120 H 0.230 7.768 -0.390  0.0930
121 H -0.379 7.077 -1.892  0.0711
122 H -1.439 8.054 -0.879  0.0951
123 C -8.512 -2.966 4.149  -0.0724
124 C -8.151 -1.550 4.327  -0.2744
125 N -7.866 -0.431 4.468  0.1183
126 H -9.578 -3.138 4.334  0.0836
127 H -8.300 -3.313 3.132  0.0834
128 H -7.956 -3.615 4.835  0.0849

***

C39H68BCsN7O3P2S as an isolated structure, computed with wB97M-V/def2-TZVPD.

Output
multiplicity	1
gap between HOMO and LUMO	6.62	eV
net charge	-1

Last column: Löwdin charge in e.
CARTESIAN COORDINATES (ANGSTROEM)
1 Cs -0.040 -0.080 -0.524  0.8284
2 C -2.276 0.644 3.336  -0.0743
3 C -2.987 -0.662 2.993  -0.3708
4 C -4.094 -0.948 4.008  -0.0625
5 C -3.522 -0.655 1.585  -0.2757
6 C -4.553 -1.442 1.046  0.0294
7 C -4.677 -1.016 -0.260  -0.2193
8 C -5.560 -1.572 -1.340  -0.3541
9 C -4.836 -2.722 -2.049  -0.0538
10 C -6.901 -2.045 -0.785  -0.0660
11 N -3.768 -0.032 -0.467  0.0352
12 N -3.050 0.174 0.666  0.0692
13 B -3.734 0.963 -1.665  -0.5061
14 N -2.972 0.386 -2.909  0.0432
15 N -1.632 0.222 -2.840  -0.0450
16 C -1.214 -0.149 -4.038  -0.3104
17 C -2.297 -0.252 -4.920  0.0260
18 C -3.399 0.121 -4.165  -0.2123
19 C -4.802 0.294 -4.669  -0.3612
20 C -5.316 -0.977 -5.348  -0.0541
21 C -4.854 1.469 -5.650  -0.0584
22 C 0.246 -0.325 -4.343  -0.3870
23 C 0.727 0.809 -5.253  -0.0577
24 C 0.520 -1.685 -4.982  -0.0612
25 N -3.120 2.304 -1.227  0.0419
26 N -1.848 2.332 -0.773  0.0246
27 C -1.587 3.564 -0.382  -0.3010
28 C -2.717 4.376 -0.575  0.0276
29 C -3.675 3.536 -1.112  -0.2043
30 C -5.102 3.935 -1.375  -0.3549
31 C -5.666 3.652 -2.769  -0.0654
32 C -6.019 3.387 -0.277  -0.0507
33 C -0.261 3.901 0.232  -0.3836
34 C -0.441 4.390 1.670  -0.0590
35 C 0.514 4.921 -0.599  -0.0662
36 H -1.777 0.562 4.302  0.0808
37 H -2.996 1.464 3.380  0.0864
38 H -1.542 0.911 2.575  0.0441
39 H -2.268 -1.484 3.091  0.1039
40 H -4.878 -0.190 3.949  0.0858
41 H -3.686 -0.949 5.019  0.0840
42 H -4.553 -1.922 3.834  0.0708
43 H -5.138 -2.200 1.538  0.1027
44 H -5.748 -0.779 -2.068  0.1084
45 H -4.604 -3.513 -1.334  0.0844
46 H -3.900 -2.380 -2.496  0.0767
47 H -5.461 -3.150 -2.836  0.0678
48 H -6.763 -2.869 -0.083  0.0751
49 H -7.544 -2.404 -1.591  0.0753
50 H -7.418 -1.240 -0.261  0.0827
51 H -4.864 1.147 -1.999  0.0948
52 H -2.291 -0.521 -5.963  0.1097
53 H -5.448 0.523 -3.823  0.0958
54 H -4.713 -1.211 -6.227  0.0768
55 H -6.348 -0.844 -5.676  0.0798
56 H -5.273 -1.835 -4.677  0.0580
57 H -4.269 1.242 -6.543  0.0783
58 H -4.443 2.374 -5.206  0.0670
59 H -5.883 1.670 -5.959  0.0801
60 H 0.809 -0.267 -3.403  0.0581
61 H 0.192 0.784 -6.204  0.0809
62 H 1.794 0.717 -5.464  0.0618
63 H 0.541 1.781 -4.794  0.0851
64 H -0.045 -1.794 -5.910  0.0777
65 H 0.227 -2.502 -4.320  0.0824
66 H 1.579 -1.800 -5.225  0.0634
67 H -2.842 5.424 -0.354  0.1065
68 H -5.080 5.027 -1.290  0.1282
69 H -5.957 2.613 -2.898  0.0531
70 H -4.942 3.905 -3.543  0.0755
71 H -6.556 4.266 -2.927  0.0776
72 H -6.029 2.295 -0.307  0.0738
73 H -7.044 3.741 -0.412  0.0755
74 H -5.670 3.691 0.710  0.0827
75 H 0.314 2.965 0.268  0.0955
76 H -0.997 5.329 1.690  0.0796
77 H 0.525 4.562 2.149  0.0759
78 H -0.999 3.661 2.259  0.0747
79 H -0.044 5.857 -0.669  0.0787
80 H 0.675 4.556 -1.615  0.0773
81 H 1.484 5.141 -0.149  0.0734
82 C 4.003 -0.205 -3.459  -0.3077
83 P 3.441 -0.478 -1.732  0.7712
84 C 4.604 0.646 -0.865  -0.3019
85 C 4.255 -2.115 -1.434  -0.4476
86 C 4.480 -2.443 0.042  -0.4558
87 P 3.012 -2.095 1.111  0.7919
88 C 2.012 -3.592 0.777  -0.2877
89 C 3.702 -2.495 2.751  -0.2784
90 H 5.089 -0.276 -3.558  0.0399
91 H 3.680 0.782 -3.794  0.0310
92 H 3.543 -0.944 -4.117  0.0226
93 H 5.648 0.415 -1.092  0.0459
94 H 4.450 0.584 0.212  0.0215
95 H 4.400 1.672 -1.177  0.0356
96 H 5.212 -2.134 -1.967  0.0759
97 H 3.618 -2.873 -1.901  0.0700
98 H 5.291 -1.819 0.430  0.0685
99 H 4.809 -3.483 0.146  0.0797
100 H 2.594 -4.510 0.889  0.0447
101 H 1.608 -3.558 -0.238  0.0285
102 H 1.178 -3.617 1.479  0.0202
103 H 4.214 -3.459 2.768  0.0464
104 H 2.888 -2.511 3.476  0.0237
105 H 4.405 -1.717 3.051  0.0383
106 N 0.456 -1.277 2.765  0.0501
107 C 0.393 -1.676 4.118  -0.3644
108 C 1.016 -0.927 5.109  -0.0503
109 C 1.046 -1.389 6.420  -0.0559
110 C 0.455 -2.591 6.758  -0.2666
111 C -0.178 -3.332 5.773  -0.0566
112 C -0.209 -2.887 4.462  -0.0493
113 S 0.498 -3.213 8.449  0.3995
114 O -0.899 -3.192 8.864  -0.3727
115 O 1.354 -2.269 9.157  -0.3815
116 O 1.058 -4.553 8.309  -0.3760
117 H -0.379 -1.498 2.237  0.0346
118 H 0.662 -0.291 2.664  0.0596
119 H 1.487 0.018 4.854  0.1066
120 H 1.538 -0.820 7.199  0.1061
121 H -0.637 -4.275 6.041  0.1172
122 H -0.692 -3.485 3.694  0.1056

***

Question: Number 1 is which compound?
Answer: C39H66I3N11O8P